{"formula": "C27H40N2O3", "method": "wB97M-V/def2-TZVPD", "symbols": ["C", "C", "N", "C", "C", "C", "C", "C", "O", "C", "C", "C", "O", "C", "C", "C", "C", "C", "C", "C", "N", "C", "C", "C", "C", "C", "C", "C", "O", "C", "C", "C", "H", "H", "H", "H", "H", "H", "H", "H", "H", "H", "H", "H", "H", "H", "H", "H", "H", "H", "H", "H", "H", "H", "H", "H", "H", "H", "H", "H", "H", "H", "H", "H", "H", "H", "H", "H", "H", "H", "H", "H"], "xyz": [[-0.7270, -4.1871, 1.2375], [0.2592, -3.2750, 1.9600], [0.5389, -2.0791, 1.1896], [0.8372, -0.9294, 2.0258], [-0.4357, -0.2999, 2.5239], [-0.6166, 0.0847, 3.8392], [-1.7961, 0.6905, 4.2485], [-2.8131, 0.9299, 3.3366], [-4.0090, 1.5279, 3.6370], [-4.2323, 1.9423, 4.9622], [-2.6383, 0.5449, 1.9991], [-3.7297, 0.8234, 1.0026], [-3.2436, 0.6860, -0.3135], [-4.2259, 0.9278, -1.2825], [-1.4657, -0.0727, 1.6193], [1.4706, -2.2542, 0.0923], [1.0442, -1.3939, -1.1028], [-0.1949, -1.9600, -1.7920], [-0.5795, -1.0605, -2.9611], [0.6068, -0.8921, -3.9093], [1.7318, -0.3499, -3.1815], [2.8077, 0.1941, -3.9865], [2.9961, 1.6934, -3.6689], [3.1171, 1.8849, -2.1861], [4.3365, 1.7327, -1.5433], [4.4085, 1.8207, -0.1625], [3.2738, 2.0632, 0.5832], [2.0431, 2.2330, -0.0530], [0.9813, 2.4819, 0.7657], [-0.2775, 2.7222, 0.1830], [1.9749, 2.1391, -1.4370], [2.1636, -1.2458, -2.1304], [-1.6406, -3.6385, 1.0268], [-0.3166, -4.5468, 0.2979], [-0.9657, -5.0455, 1.8610], [1.1809, -3.8353, 2.2000], [-0.1946, -2.9580, 2.9022], [1.3661, -0.1878, 1.4213], [1.4934, -1.1922, 2.8731], [0.1669, -0.0808, 4.5651], [-1.9040, 0.9747, 5.2835], [-4.2136, 1.0965, 5.6572], [-5.2257, 2.3888, 4.9677], [-3.4985, 2.6900, 5.2807], [-4.5708, 0.1287, 1.1712], [-4.1176, 1.8423, 1.1631], [-5.0661, 0.2278, -1.1852], [-4.6163, 1.9516, -1.2110], [-3.7507, 0.7879, -2.2518], [-1.3464, -0.3809, 0.5949], [1.4776, -3.3042, -0.2074], [2.5003, -1.9887, 0.3877], [0.8089, -0.3907, -0.7380], [-1.0149, -2.0320, -1.0778], [0.0235, -2.9656, -2.1623], [-0.8702, -0.0806, -2.5794], [-1.4263, -1.4821, -3.5063], [0.3423, -0.1968, -4.7103], [0.8477, -1.8708, -4.3694], [3.7474, -0.3335, -3.7841], [2.5901, 0.0813, -5.0539], [3.8885, 2.0559, -4.1822], [2.1294, 2.2401, -4.0420], [5.2292, 1.5396, -2.1207], [5.3586, 1.6968, 0.3368], [3.3114, 2.1324, 1.6591], [-0.6453, 1.8538, -0.3700], [-0.9520, 2.9153, 1.0153], [-0.2496, 3.5957, -0.4772], [1.0348, 2.2467, -1.9531], [3.0442, -0.8151, -1.6488], [2.4376, -2.2427, -2.5291]], "mulliken_charge": [-1.189, -0.682, 1.073, -0.966, 0.453, -1.438, -0.696, 0.820, -0.447, -0.981, 0.272, -1.059, 0.030, -0.878, 0.411, -2.409, 4.428, -1.425, -0.225, -1.174, 0.857, -1.072, -1.258, 0.100, -0.380, -0.732, -0.468, 0.349, -0.494, -0.609, 0.275, -2.581, 0.192, 0.268, 0.461, 0.377, 0.423, -0.196, 0.325, 0.416, 0.443, 0.358, 0.261, 0.364, 0.401, 0.502, 0.316, 0.332, 0.191, 0.356, 0.532, 0.281, -1.283, 0.185, 0.461, 0.011, 0.458, 0.550, 0.291, 0.360, 0.563, 0.510, 0.301, 0.436, 0.390, 0.486, 0.102, 0.181, 0.461, 0.265, 0.561, 0.201], "relative_energy_kj_mol": 0.0, "molar_mass_g_mol": 440.6, "orbital_gap_ha": 0.3208, "e_lumo_ev": 0.791}